The following is a quantum chemistry calculation of a cluster of 3 separate species, C16H31B3Br3IO6 in total in a non-equilibrium geometry, from the Open Molecules 2025 dataset.

Structure (XYZ):
```
60
Properties=species:S:1:pos:R:3:nbo_charge:R:1
C -4.23153 -2.69950 4.29111 0.0270
H -1.21997 -5.53564 0.75699 0.2245
C 2.55006 -2.17116 3.48441 0.5229
H 1.57544 -1.10535 5.29738 0.3001
H -4.11634 -3.19318 2.02742 0.2521
H 0.83849 -2.71425 4.80580 0.2759
H 3.40382 -0.57524 -3.47188 0.2031
C 0.01012 4.89975 -3.11420 -0.0652
C 0.84573 -0.35648 -2.43299 -0.0680
H 1.37774 0.06999 -5.67334 0.1848
H 1.87753 1.19869 -4.42867 0.1645
O -2.19826 -1.39804 1.99409 -0.9028
O -1.02031 -0.39797 3.91725 -0.8806
Br 2.74487 -3.94450 2.61451 -0.0174
H 3.11824 6.03625 -3.00983 0.1869
H -0.12833 4.55132 -2.08587 0.1600
C -4.84377 -2.80467 2.81942 -0.6795
B 0.17543 -1.08182 3.42165 1.2015
O 0.64050 -0.35668 -3.83910 -0.5403
H -1.47788 -5.85846 3.33362 0.2283
H 0.41352 -3.54315 0.68289 0.2683
C -1.39497 -4.63800 1.46101 -0.4188
H -5.21888 -1.76352 2.52746 0.2474
H 1.65834 -1.04012 -2.16702 0.1586
H 1.68883 7.04432 -2.89468 0.1593
C 1.30314 -1.73608 4.38758 -0.8889
H 2.69520 6.54521 -0.64684 0.2154
B -0.90647 -1.96617 1.60548 1.2176
H -0.65835 6.49558 -4.41080 0.2132
I -1.52449 -3.19138 -1.24222 0.1319
H 2.81726 -1.71937 -4.67565 0.2112
H 0.27303 1.70683 -2.13372 0.2098
B -2.10244 -1.26057 3.42692 1.1495
H -5.73872 -3.51022 2.85833 0.2414
H -0.52869 6.96836 -2.71848 0.2015
C 2.08382 6.05101 -2.65710 -0.0635
O 1.39319 5.05595 -3.39983 -0.5379
Br -5.21777 -3.58960 5.75111 0.0890
C -3.02298 -1.99331 4.52904 -0.4915
C 1.08393 1.02824 -1.85521 -0.6466
H -0.35085 4.09854 -3.76340 0.1887
H -2.53379 -4.53197 1.55473 0.2110
H -0.06308 -0.76910 -1.98895 0.1892
C -0.77952 -5.05219 2.88607 -0.6256
O 3.48390 -1.34929 3.27623 -0.5109
O 0.28579 -1.19143 1.97679 -0.9035
H 0.27016 -5.49391 2.84430 0.2295
C 2.07619 5.80443 -1.15831 -0.6444
H 3.75371 -0.29459 -5.17991 0.2149
H -1.87352 5.94722 -3.23456 0.2157
H 2.45915 4.80609 -0.93103 0.2140
C -0.81030 6.14959 -3.38493 -0.6440
H 1.14585 0.98081 -0.76501 0.2165
H 1.06694 5.86863 -0.74450 0.2021
C 2.99588 -0.65837 -4.48212 -0.6440
C 1.71027 0.13618 -4.63417 -0.0649
H -0.78194 -4.15081 3.60476 0.1860
C -0.71975 -3.34847 0.78328 -0.7191
Br -2.36898 -1.92194 6.42880 0.0393
H 2.01583 1.46348 -2.22415 0.2050
```

**F_max**: 5.9 eV Å⁻¹
**Calculated total energy**: -9174.121401 a.u.
**HOMO**: -9.465 eV
**SMILES**: CC[C@@H](I)B1OB(CC(=O)Br)OB(/C(Br)=C(\C)Br)O1.CCOCC.CCOCC
**LUMO energy**: -0.866 eV

---

The following is a quantum chemistry calculation of a structure of composition C16H31BeNP2Se in a non-equilibrium geometry, from the Open Molecules 2025 dataset.

Structure (XYZ):
```
52
Properties=species:S:1:pos:R:3:nbo_charge:R:1
C -0.88958 2.44088 -2.71121 -0.8330
C 2.42641 4.56194 -4.31628 -0.4237
H 2.56161 5.28242 -5.15468 0.2105
H 2.70529 6.27192 -2.98868 0.2067
C -3.22593 2.15672 -3.86588 -0.9433
Se -0.53101 -0.31027 0.07992 -0.1392
C 1.25700 4.65141 -0.97969 -0.4603
H 3.13033 3.76908 -4.58116 0.2140
C 2.44497 4.41213 -1.73733 -0.5382
C 2.90062 5.19988 -2.94854 -0.4339
H 0.90437 6.75989 -3.26022 0.2146
H 0.30536 0.90895 -4.60898 0.2248
H 4.50474 2.30126 3.03069 0.2248
H 2.80206 -0.23947 1.74915 0.2657
H 1.20064 6.69858 -0.95199 0.2056
H 0.44086 3.19961 1.84604 0.2707
H 2.30815 0.57270 3.31648 0.2250
C -0.77097 0.76732 -4.85589 -0.9473
C 0.54652 5.90410 -1.30009 -0.4152
P 2.58969 2.12131 1.60396 1.5465
H 3.32379 3.93792 -1.28976 0.2770
C 1.43356 3.36468 2.28615 -0.9846
H -0.90830 -0.27166 -5.18013 0.2343
H -1.67955 3.20183 -2.44461 0.1856
H 3.84900 2.39197 -0.46092 0.1915
C -0.08343 1.25044 -0.52253 0.0883
H 4.96897 2.02246 1.28165 0.2654
Be 1.00548 3.63348 -2.36326 1.6390
H -0.98657 1.39167 -5.73763 0.2167
H 1.08091 0.28319 2.00282 0.2886
C 1.05853 3.99383 -4.18410 -0.4455
H 1.21664 4.24435 0.04545 0.2764
P -1.88699 1.01056 -3.34516 0.8039
H -0.51494 2.61369 -3.73714 0.2057
C 0.20904 6.03969 -2.81333 -0.4285
H 4.43494 3.67972 1.81813 0.2443
C 4.32389 2.58887 1.98919 -0.9427
H 0.82331 3.12680 -4.84308 0.2467
C 0.10195 4.71785 -3.51075 -0.4633
H 4.00074 5.19231 -2.97227 0.2230
H -0.35488 6.03012 -0.70244 0.2133
H -0.74008 6.57856 -2.90832 0.2263
H -3.05399 2.77252 -4.76171 0.2175
C 2.14080 0.49392 2.23799 -0.9881
H 1.42718 3.15496 3.36174 0.2374
C 2.80368 2.10981 -0.14898 -1.2313
N 0.31517 2.34961 -0.83986 -0.6640
H -3.44515 2.84960 -3.04015 0.2261
H -0.97580 4.52641 -3.68322 0.2498
H 1.80153 4.37780 2.07327 0.2464
H 2.47715 1.09143 -0.65796 0.2388
H -4.15757 1.59588 -4.02269 0.2312
```

**F_max**: 4.6 eV Å⁻¹
**Energy relative to the best compared isomer or geometry (same formula, charge and spin)**: 178.7 kcal/mol
**Calculated total energy**: -3781.507981 a.u.
**HOMO (spin up / spin down)**: -6.078 / -5.830 eV
**LUMO energy (spin up / spin down)**: 0.083 / -0.946 eV

---

The following is a quantum chemistry calculation of a structure of composition C16H31BrN8NiO, from the Open Molecules 2025 dataset.

Structure (XYZ):
```
58
Properties=species:S:1:pos:R:3:nbo_charge:R:1
H 2.69500 1.38800 -4.39320 0.2218
C 2.93920 -0.38830 0.94760 -0.2253
H -2.52080 -0.21870 -3.90600 0.4270
H 4.82390 1.83510 -3.27590 0.2215
H 1.21080 2.44880 -1.59550 0.4063
H -3.78970 -1.13170 -3.19200 0.4156
C -0.12770 -2.18560 1.52660 0.0339
Br 0.96350 -2.32810 -2.35200 0.1184
H -0.75740 1.63210 1.70930 0.3904
H -1.19820 2.51240 -2.03820 0.2102
C 5.17350 -0.17800 -2.61360 -0.2070
C 5.08620 -0.67790 -0.20150 -0.2071
N -2.79380 -1.29070 -0.89140 -0.8180
Ni 0.25170 0.30500 -0.30850 1.4786
C -2.28210 2.09740 0.44550 -0.2202
C -1.62610 3.36500 -0.09260 -0.4257
H -3.68410 -1.75360 -0.95440 0.4200
H 5.58080 0.14050 0.33820 0.2112
N -2.90730 -0.66100 -3.09140 -0.7925
H -0.43380 4.07600 -1.72370 0.2135
C 0.53780 -4.44000 1.15180 -0.1082
N -1.29650 1.14610 0.99090 -0.8956
H 1.49110 0.53500 -2.46800 0.3998
H -0.16950 -3.69320 3.04130 0.2550
H 6.21540 0.04630 -2.37300 0.2306
H -3.00440 2.36880 1.22360 0.2154
H -1.81760 0.40510 1.46020 0.3872
H -1.06440 3.85790 0.70520 0.2062
H 5.14040 0.67640 -4.57670 0.2489
C 4.63370 0.82020 -3.62480 -0.4209
N 4.41180 -0.15230 -1.37630 -0.4130
H 5.13020 -1.19250 -3.02940 0.2008
C -0.69460 3.10930 -1.27370 -0.2305
N 0.51690 2.39140 -0.85070 -0.8890
H 0.91570 2.87220 -0.04130 0.3899
H 0.69690 -5.45030 1.48920 0.2545
C 0.05360 -3.46580 2.01340 -0.2357
H 1.16890 -4.80970 -0.87400 0.2601
C 3.10150 0.13700 -1.36710 0.6600
O -1.12990 -0.07600 -1.84620 -0.7849
N 2.32740 0.05230 -0.28990 -0.7952
H 4.53530 -1.67480 1.62840 0.2428
H -2.81820 1.60170 -0.36410 0.2042
H -2.41180 4.05390 -0.40400 0.2560
H 2.16570 -0.83120 1.57940 0.1926
C 0.59270 -2.77550 -0.55130 0.1556
H 3.32750 0.49170 1.47970 0.1968
H 5.85360 -1.38270 -0.53030 0.2277
H -2.28060 -1.34530 -0.02790 0.4061
N 0.14180 -1.82700 0.26500 -0.5933
C 4.07340 -1.37440 0.69170 -0.4256
C 0.80030 -4.09000 -0.16120 -0.2477
H 2.96360 -0.36630 -4.30120 0.1920
H 3.68460 -2.26530 0.19090 0.2064
C -2.22560 -0.65530 -1.93930 0.8056
C 3.14060 0.59010 -3.79660 -0.2135
H -0.50420 -1.40230 2.16960 0.2000
N 2.50670 0.59470 -2.49250 -0.6133
```

**F_max**: 1.0 eV Å⁻¹
**Calculated total energy**: -5223.536475 a.u.
**Spin multiplicity**: 3
**HOMO (spin up / spin down)**: -14.200 / -14.172 eV
**LUMO energy (spin up / spin down)**: -5.285 / -5.858 eV
**Charge**: +2

---

The following is a quantum chemistry calculation of a structure of composition C16H31Cl4Cs2F2NO11S2 in a non-equilibrium geometry, from the Open Molecules 2025 dataset.

Structure (XYZ):
```
69
Properties=species:S:1:pos:R:3:mulliken_charge:R:1
C 0.65842 -1.46836 -3.76019 0.5473
O -0.79094 0.57031 -1.27276 -0.3312
C 1.71284 -6.23034 -3.77771 -0.4192
H 0.73079 -0.90746 6.78894 0.8959
H 1.17308 -0.39536 -1.30151 0.4034
O -0.92303 -0.40980 2.82919 -0.6955
H -3.54618 2.75966 7.95048 0.3028
H -1.35477 0.34843 7.06373 -0.2704
H 1.17488 2.81273 -4.75058 0.2363
C -0.69440 0.65584 6.24376 0.1004
O -2.66742 2.47598 7.65673 -0.5692
H 2.15160 -6.06039 -4.76535 0.3061
Cs -3.22841 -3.11726 8.52120 0.8288
H 3.24860 1.70285 -4.80601 0.1932
H 0.96217 5.25277 -4.80810 0.4717
O 4.03316 2.78923 -2.51140 -0.6991
H 0.80577 -4.26537 -3.54598 -0.1384
O 0.15800 -1.72520 -4.99811 -0.6207
C 0.25306 -0.49163 5.89704 -1.2900
H -1.25746 -2.04994 5.88807 0.3380
O 5.14273 4.40967 -4.11928 -0.6928
N -0.32582 -1.57795 -2.61427 0.6166
H 1.04212 -0.12992 5.22697 0.6268
S -1.62660 -0.57590 4.08360 1.0709
C 0.51157 -5.31893 -3.58251 -0.0504
C 2.62264 4.79227 -3.47957 -0.6888
Cl -0.38182 -5.69521 -2.08803 -0.1929
C -1.75355 -1.41423 -3.08635 0.3370
O -2.61370 -2.43232 -2.80610 -0.4591
Cs 1.28190 -2.49739 7.33061 0.9051
C 0.02247 -0.67028 -1.45553 -0.1129
H 3.98110 2.90727 -5.90943 0.3420
C -1.52693 0.95546 4.99829 -1.0893
H 0.48946 0.78621 -7.42814 0.2774
C -1.94786 -0.94763 0.37263 0.1503
H -3.10433 0.25642 9.10361 0.3232
C 3.31228 2.76488 -5.05615 -0.4544
H 2.98766 5.76993 -3.16031 0.4173
H -1.04080 1.69961 4.36142 0.5341
C 1.96471 4.81724 -4.85115 -0.9962
H -2.10308 -1.08628 1.54537 -0.0741
H -3.59331 -1.17793 8.91640 0.1836
O -2.56382 1.68764 0.12609 -0.5764
H -0.01238 -2.25226 4.61534 0.5412
O 0.37765 0.88927 -6.47113 -0.5253
O -3.27226 -0.56292 9.59297 -0.5653
C 1.93208 3.36384 -5.32142 -0.2608
H -2.53454 1.28926 5.25868 0.5076
H 1.94645 4.37774 -2.72593 0.3241
H -0.70041 -2.71278 -0.49954 0.1266
H -0.14904 1.54425 6.57724 0.3565
S 3.98796 3.66253 -3.66714 1.1931
H -2.91257 -1.40991 -0.11856 0.3284
H 2.56560 5.41698 -5.54519 0.3555
H 1.43406 -7.28604 -3.70644 0.3318
H 0.39964 -0.01892 -6.13385 0.2987
O -2.98210 -1.08435 4.15112 -0.6828
H -2.22362 3.30260 7.41425 0.2752
C -0.60037 -1.53018 5.18442 -1.3831
H 0.14332 -1.63223 0.79023 0.2784
H -0.19090 -5.44740 -4.41144 0.3325
H 1.66515 3.28693 -6.38006 0.1678
F 2.09631 -1.15828 -3.56710 -0.2598
Cl 0.52074 4.48856 -6.75308 -0.6196
C -0.53367 -1.57885 -0.16634 -0.5052
F -2.21688 -0.21973 -3.87891 -0.2127
Cl -3.25142 1.04037 3.59682 -0.6054
Cl 2.99634 -5.91572 -2.58296 -0.1953
C -1.86195 0.57794 -0.22158 0.4109
```

**F_max**: 10.4 eV Å⁻¹
**Energy relative to the best compared isomer or geometry (same formula, charge and spin)**: 283.9 kcal/mol
**Calculated total energy**: -4387.053779 a.u.
**HOMO**: -4.344 eV
**LUMO energy**: -3.492 eV